[1]
91
Properties=species:S:1:pos:R:3:lowdin_charge:R:1 method="wB97M-V/def2-TZVPD" relative_energy_ev=0.000 smiles="COCCCCCCCCC[Si@@H](N)CC(=O)F.COCCOC.COCCOC.COCCOC" total_energy_ev=-54258.352 e_homo_ha=-0.3371 total_charge=0
Si -3.3122 0.1513 0.2521 0.595
F -3.6990 -1.3345 3.0201 0.078
O -2.4225 -5.1777 -3.6334 -0.191
O 3.4442 3.4673 4.2194 -0.203
O 0.8388 -1.7237 -6.9823 -0.188
O 3.6405 -0.1542 1.2125 -0.172
O 5.2902 4.1475 6.4000 -0.189
O -5.7789 -0.5800 3.3002 0.107
O -4.9149 -4.7070 -2.1078 -0.190
O -0.3246 -0.6413 -4.5117 -0.203
N -3.2018 -0.5579 -1.3651 -0.084
C 1.5867 1.9991 0.8316 -0.210
C 2.9511 0.1022 0.0140 -0.249
C -4.8494 -0.8156 2.5327 -0.476
C 1.8623 -2.3229 -6.2074 -0.108
C -1.7034 -0.2588 1.1289 -0.268
C 6.1209 3.0742 5.9943 -0.110
C 2.7188 1.5948 -0.1085 -0.161
C -0.3734 2.9603 2.8026 -0.196
C 0.3149 3.9681 1.8807 -0.191
C 0.5892 0.4384 -4.5878 -0.108
C 2.8532 2.4925 5.0597 -0.101
C -4.8744 -6.0465 -1.6541 -0.115
C -0.4663 -2.0137 -6.5106 -0.205
C -1.4649 2.1296 2.0932 -0.220
C 4.9378 5.0184 5.3383 -0.206
C -3.6901 -4.0083 -1.9167 -0.209
C 1.5963 3.4705 1.1926 -0.190
C 3.1651 -1.2450 1.9557 -0.108
C -4.8690 -0.5837 1.0602 -0.158
C -1.2995 0.6268 2.3107 -0.257
C 3.5414 4.7451 4.8283 -0.203
C -3.1906 -5.7089 -4.6962 -0.113
C -2.8830 -3.9096 -3.1862 -0.210
C -1.0418 -0.8599 -5.7191 -0.203
H -2.9704 -5.1815 -5.6318 0.084
H -0.9287 -0.2091 0.3699 0.059
H -0.8204 3.5497 3.5898 0.103
H 1.7066 -2.1613 -5.1383 0.083
H 7.1405 3.4276 5.8069 0.089
H -0.4670 -2.9275 -5.9085 0.124
H 3.6884 -2.1638 1.7137 0.083
H -3.4632 -3.4120 -3.9696 0.125
H -0.2471 0.4458 2.4907 0.082
H 3.4838 -0.2829 -0.8519 0.118
H -5.7563 -6.5538 -2.0422 0.088
H 3.2954 5.4890 4.0629 0.125
H -5.6747 0.1163 0.9082 0.080
H 1.6420 1.4044 1.7313 0.098
H 2.4222 1.8055 -1.1278 0.109
H -1.4391 2.3991 1.0510 0.077
H -1.7437 -1.2957 1.4393 0.074
H -0.3690 4.2888 1.1037 0.104
H -4.9028 -6.0831 -0.5593 0.087
H -2.0726 -1.1003 -5.4390 0.120
H 3.0300 1.5179 4.6056 0.087
H 1.2399 0.3812 -3.7161 0.081
H 6.1458 2.3520 6.8083 0.089
H 3.6061 2.1411 0.1802 0.119
H -3.0993 -4.4800 -1.1250 0.129
H -1.7939 0.3031 3.2120 0.100
H 0.5552 4.8565 2.4461 0.097
H 5.6605 4.9419 4.5207 0.127
H -3.9394 -2.9944 -1.5984 0.090
H 2.8132 4.8422 5.6389 0.128
H -1.0609 0.0494 -6.3265 0.127
H -3.5003 1.6089 0.0928 0.005
H 1.7833 4.0210 0.2783 0.109
H 2.8060 -1.8659 -6.4995 0.089
H -3.6229 0.0535 -2.0499 0.024
H 0.0566 1.3957 -4.5665 0.089
H -1.9979 -3.2977 -2.9840 0.121
H -2.4078 2.4241 2.5314 0.106
H 1.7722 2.6541 5.1354 0.081
H -4.2617 -5.6476 -4.4903 0.085
H 0.6491 1.7550 0.3422 0.107
H 4.9764 6.0403 5.7284 0.126
H 1.2037 0.3852 -5.4887 0.086
H -2.9136 -6.7554 -4.8127 0.089
H 3.2924 2.5006 6.0596 0.086
H 2.0978 -1.3995 1.8359 0.078
H 1.9156 -3.3983 -6.4074 0.090
H 5.7373 2.5829 5.0972 0.083
H -3.9831 -6.5681 -2.0105 0.084
H -1.0977 -2.1886 -7.3876 0.127
H 0.3529 2.3126 3.2710 0.082
H 1.9700 -0.3657 0.0192 0.107
H -5.1667 -1.4882 0.5511 0.088
H -2.2142 -0.6082 -1.5896 0.016
H 3.3566 -1.0406 3.0006 0.079
H 2.4236 3.6867 1.8580 0.095

[2]
14
Properties=species:S:1:pos:R:3:lowdin_charge:R:1 method="wB97M-V/def2-TZVPD" relative_energy_ev=4.346 total_energy_ev=-8831.856 e_homo_ha="-0.3238 / -0.3235" total_charge=0
O 0.1390 1.0572 -2.2730 0.096
N 0.2403 -0.8307 1.4486 0.145
C -1.8524 -0.2326 -0.0076 -0.061
C 1.6055 0.2699 -0.3740 -0.034
C 0.7522 0.3306 0.9248 -0.350
C -0.4819 0.3076 -0.0008 -0.118
C 0.3619 0.5929 -1.1752 -0.389
H 1.9389 -0.7378 -0.6584 0.128
H 0.9607 1.1374 1.6236 0.139
H 0.4306 -1.6764 0.9291 0.072
H 2.4248 0.9746 -0.3310 0.115
H -2.2107 -0.3623 1.0089 0.079
H -2.5057 0.3888 -0.6222 0.088
H -1.8032 -1.2191 -0.4928 0.091